Record 1
90
Properties=species:S:1:pos:R:3:mulliken_charge:R:1 method="wB97M-V/def2-TZVPD" relative_energy_kcal_mol=0.00 total_charge=-2 gap_ev=6.57
Rb 1.452 -1.596 0.176 0.92
Se -1.423 -0.763 -2.251 -0.47
P -0.675 1.135 -2.878 0.31
Se 1.064 1.935 -1.912 -0.38
C -0.380 1.137 -4.697 0.35
C -0.680 0.030 -5.478 -0.31
C -0.455 0.059 -6.850 -0.53
C 0.062 1.198 -7.448 -0.38
C 0.363 2.310 -6.669 -0.64
C 0.148 2.276 -5.301 -0.47
C -2.049 2.364 -2.782 0.37
C -1.859 3.629 -2.243 -0.27
C -2.921 4.523 -2.156 -0.56
C -4.177 4.160 -2.617 -0.45
C -4.371 2.896 -3.164 -0.62
C -3.315 2.002 -3.240 -0.62
H -1.076 -0.857 -4.998 0.29
H -0.680 -0.815 -7.449 0.38
H 0.240 1.218 -8.517 0.35
H 0.777 3.200 -7.128 0.36
H 0.411 3.127 -4.682 0.35
H -0.875 3.895 -1.873 0.37
H -2.764 5.502 -1.719 0.37
H -5.006 4.854 -2.544 0.34
H -5.352 2.602 -3.517 0.36
H -3.469 1.001 -3.626 0.38
O -1.700 -7.386 0.780 -0.75
C -1.777 -6.901 1.961 0.73
O -2.178 -7.492 2.958 -0.71
C -1.327 -5.464 2.114 -0.20
C -1.372 -4.727 3.275 -0.07
Cl -1.809 -5.196 4.856 -0.17
N -0.911 -3.477 3.007 0.45
N -0.541 -3.368 1.721 0.03
C -0.785 -4.544 1.168 0.15
C -0.446 -4.710 -0.301 0.51
O -0.811 -5.820 -0.848 -0.68
O 0.140 -3.812 -0.881 -0.55
C -0.787 -2.344 3.863 0.16
C -1.837 -1.971 4.689 -0.32
C -1.705 -0.854 5.499 -0.78
C -0.536 -0.106 5.477 -0.60
C 0.501 -0.477 4.633 -0.81
C 0.380 -1.594 3.822 -0.41
H -1.272 -6.532 -0.114 0.42
H -2.755 -2.540 4.683 0.44
H -2.530 -0.559 6.136 0.34
H -0.441 0.775 6.098 0.41
H 1.407 0.110 4.589 0.53
H 1.184 -1.858 3.150 0.81
O 5.939 -3.079 0.998 -0.80
C 4.920 -2.484 0.618 0.12
O 3.859 -2.245 1.247 -0.57
C 4.975 -1.938 -0.830 0.34
C 6.032 -2.303 -1.661 -0.55
C 6.069 -1.815 -2.954 -0.27
C 5.059 -0.962 -3.379 -0.69
C 4.054 -0.639 -2.482 -0.24
N 4.004 -1.119 -1.239 0.22
H 6.788 -2.962 -1.258 0.48
H 6.873 -2.095 -3.625 0.38
H 5.043 -0.556 -4.382 0.41
H 3.246 0.031 -2.763 0.24
C -3.691 1.821 0.629 -0.30
C -3.901 0.301 0.699 -0.51
C -2.732 -0.191 1.580 0.22
O -1.987 0.968 1.960 -0.35
C -2.210 1.948 0.950 0.27
H -4.274 2.331 1.401 0.38
H -3.950 2.243 -0.343 -0.06
H -3.813 -0.133 -0.297 0.14
H -4.874 0.032 1.111 0.34
H -2.107 -0.893 1.016 -0.23
H -3.060 -0.674 2.502 0.08
H -1.591 1.734 0.074 -0.31
H -1.922 2.920 1.353 0.44
S 4.703 2.075 2.496 -0.36
C 3.731 0.762 1.877 -0.05
N 2.463 0.893 2.013 0.45
C 2.147 2.087 2.642 -1.37
C 0.851 2.514 2.936 0.47
C 0.689 3.727 3.575 -0.97
C 1.794 4.516 3.920 -0.50
C 3.081 4.105 3.631 -0.47
C 3.250 2.880 2.989 0.68
H 4.183 -0.123 1.441 0.04
H 0.012 1.887 2.659 0.99
H -0.310 4.073 3.809 0.45
H 1.640 5.466 4.418 0.37
H 3.933 4.717 3.897 0.38



Record 2
9
Properties=species:S:1:pos:R:3:nbo_charge:R:1 method="wB97M-V/def2-TZVPD" relative_energy_kcal_mol=42.21 gap_ev="6.81 / 7.88"
C -1.034 0.645 -0.758 -0.16
N 0.726 -1.954 0.202 0.54
N -0.298 1.394 0.279 0.43
O 0.495 -0.790 -0.178 -0.33
O 0.152 -2.978 0.174 -0.22
O -0.519 1.027 1.463 -0.41
O 0.566 2.166 -0.071 -0.34
Cl -0.864 0.653 -2.357 0.21
I -2.611 -0.315 0.168 0.28



Record 3
119
Properties=species:S:1:pos:R:3:mulliken_charge:R:1 method="wB97M-V/def2-TZVPD" gap_ev=8.03
C -1.403 -1.914 3.079 -0.67
S -0.510 -1.628 1.442 1.32
O 0.973 -1.617 1.830 -0.62
O -0.826 -0.200 1.075 -0.47
C -0.844 -2.916 0.168 1.47
C -1.737 -2.718 -1.127 -1.18
C -2.281 -1.268 -1.492 0.24
C -1.332 -0.503 -2.586 -1.00
C -0.405 0.637 -1.958 -0.04
O -1.146 1.835 -1.530 -0.28
C -0.238 2.632 -0.758 0.24
O -0.470 3.850 -0.477 -0.62
C -1.688 -4.076 0.975 -1.37
N -0.787 -4.837 1.931 -0.15
C 0.549 -4.695 1.347 0.24
O 1.554 -5.148 1.967 -0.67
C 0.473 -3.865 -0.058 -1.07
P 2.024 -3.173 -0.828 0.35
O 3.148 -3.248 0.241 -0.69
O 1.954 -1.591 -1.425 0.10
O 2.565 -4.193 -2.121 -0.14
H -2.472 -2.290 2.938 -0.20
H -0.749 -2.569 3.749 0.31
H -1.474 -0.879 3.586 0.46
H -2.660 -3.421 -1.093 0.42
H -1.133 -3.099 -2.044 0.29
H -2.600 -0.598 -0.626 -0.28
H -3.267 -1.447 -2.086 0.43
H -0.756 -1.278 -3.205 0.41
H -2.044 0.029 -3.332 0.44
H 0.290 1.004 -2.816 0.26
H 0.295 0.283 -1.127 0.12
H 0.742 2.205 -0.325 0.33
H -2.733 -3.783 1.345 0.29
H -1.954 -4.943 0.248 0.57
H -0.908 -4.623 2.930 0.27
H 0.088 -4.631 -0.821 0.84
H 1.324 -1.472 -2.173 0.14
H 3.209 -3.606 -2.624 -0.10
C -2.287 6.892 -1.037 0.49
Br -0.891 8.196 -1.379 -0.05
Br -3.276 7.303 0.580 0.04
Br -3.462 6.675 -2.565 -0.02
H -1.794 5.933 -0.875 -0.41
C -3.719 10.469 3.355 -0.30
Br -3.053 11.025 5.090 -0.03
Br -5.289 9.340 3.512 0.02
Br -4.037 11.982 2.184 0.08
H -2.938 9.867 2.892 0.26
C 6.093 -3.111 -4.264 -0.55
Br 5.739 -4.967 -3.816 -0.10
Br 6.378 -2.863 -6.167 -0.04
Br 4.708 -1.932 -3.586 0.18
H 7.023 -2.837 -3.764 0.47
C -5.556 -3.642 4.064 -0.37
Br -5.102 -2.118 2.953 0.03
Br -6.297 -5.099 3.020 0.00
Br -4.050 -4.220 5.142 -0.02
H -6.335 -3.315 4.752 0.38
C 3.646 -7.436 -6.156 -0.08
Br 3.294 -9.292 -5.715 -0.01
Br 3.921 -7.187 -8.060 -0.04
Br 2.271 -6.255 -5.466 0.01
H 4.578 -7.163 -5.662 0.07
C 3.395 -7.443 -0.763 -0.21
Br 3.839 -5.917 -1.881 0.46
Br 2.648 -8.904 -1.801 0.02
Br 4.906 -8.018 0.313 -0.05
H 2.619 -7.116 -0.071 0.04
C 9.288 -4.170 -1.120 -0.46
Br 7.808 -4.910 -2.143 0.15
Br 8.906 -2.370 -0.505 -0.05
Br 9.814 -5.336 0.340 -0.06
H 10.140 -4.102 -1.796 0.39
C 4.859 1.146 -7.023 -0.36
Br 3.439 -0.127 -6.654 -0.05
Br 5.878 1.574 -5.428 -0.01
Br 6.003 0.548 -8.472 -0.03
H 4.383 2.068 -7.353 0.40
C 6.766 -0.981 3.066 -0.27
Br 5.297 -1.712 2.032 0.18
Br 6.379 0.811 3.704 -0.05
Br 7.288 -2.164 4.512 -0.05
H 7.620 -0.902 2.395 0.23
C -4.136 1.781 0.869 0.20
Br -5.269 1.387 -0.658 -0.05
Br -2.588 2.836 0.365 0.12
Br -5.137 2.605 2.315 -0.09
H -3.764 0.828 1.243 -0.26
C 4.828 0.998 -1.047 -0.05
Br 6.218 2.315 -1.359 -0.06
Br 3.788 1.405 0.537 -0.04
Br 3.700 0.754 -2.604 -0.09
H 5.326 0.045 -0.864 0.18
C -6.128 13.030 -1.590 -0.37
Br -5.561 14.453 -0.397 -0.01
Br -6.326 13.657 -3.415 -0.04
Br -4.956 11.489 -1.480 0.02
H -7.113 12.707 -1.255 0.38
C 1.923 -6.160 5.778 -0.39
Br 2.451 -4.708 6.957 -0.09
Br 1.756 -5.571 3.926 0.28
Br 3.108 -7.689 5.944 -0.10
H 0.935 -6.487 6.101 0.33
C -6.498 16.316 3.288 -0.18
Br -6.304 14.744 4.407 0.03
Br -8.277 16.443 2.525 -0.01
Br -6.000 17.938 4.230 -0.02
H -5.803 16.204 2.458 0.16
C -9.013 8.778 4.966 -0.29
Br -10.797 8.017 4.922 -0.04
Br -8.998 10.616 4.348 0.03
Br -8.195 8.598 6.716 0.00
H -8.404 8.202 4.269 0.27
C 0.430 -11.970 -0.763 -0.30
Br 0.076 -13.825 -0.319 -0.04
Br 0.701 -11.724 -2.668 -0.03
Br -0.945 -10.788 -0.074 0.01
H 1.362 -11.696 -0.271 0.32